Entry 1:
A structure of composition C32H14F8N2RuS3Sb at a distorted geometry, computed with the ωB97M-V functional and the def2-TZVPD basis.

Output
Energy ... -99751.631 eV
Gap between HOMO and LUMO (spin up / spin down) ... 7.7 / 5.4 eV
Lowest unoccupied orbital energy (spin up / spin down) ... -0.02576 / -0.12580 Eh
Spin multiplicity ... 6
Expectation value of S² ... 8.798

Cartesian coordinates (Å):
Ru -0.122 -1.632 0.216
F 6.846 -3.584 0.965
C 5.520 -3.603 0.881
C 4.803 -2.420 0.923
F 5.440 -1.254 1.034
C 3.427 -2.468 0.852
F 2.749 -1.314 0.925
C 2.711 -3.655 0.719
S 0.966 -3.726 0.659
C 3.468 -4.827 0.661
F 2.852 -5.998 0.520
C 4.848 -4.808 0.748
F 5.544 -5.940 0.705
S -2.331 -0.682 0.197
C -3.717 -1.710 0.257
C -4.973 -1.106 0.293
C -6.119 -1.881 0.374
C -7.389 -1.228 0.412
N -8.391 -0.666 0.434
C -6.023 -3.293 0.424
C -4.784 -3.894 0.366
C -3.611 -3.123 0.277
S -2.079 -3.860 0.202
C -7.210 -4.079 0.548
N -8.170 -4.701 0.654
H -5.046 -0.028 0.260
H -4.697 -4.971 0.397
F 3.474 6.514 1.689
C 2.893 5.315 1.522
C 2.824 4.451 2.596
C 2.228 3.210 2.413
C 1.716 2.853 1.173
C 1.787 3.751 0.112
C 2.382 4.989 0.278
Sb 0.600 1.028 0.880
C -1.066 2.167 0.118
C -1.302 2.287 -1.246
C -2.473 2.864 -1.712
C -3.382 3.343 -0.790
F -4.526 3.895 -1.231
C -3.151 3.284 0.572
C -1.988 2.682 1.022
C 1.504 0.533 -1.028
C 2.782 1.000 -1.327
C 3.448 0.591 -2.471
C 2.836 -0.328 -3.300
F 3.473 -0.733 -4.409
C 1.583 -0.838 -3.029
C 0.915 -0.406 -1.888
H 3.225 4.748 3.555
H 2.161 2.523 3.247
H 1.368 3.488 -0.851
H 2.443 5.697 -0.538
H -0.578 1.915 -1.961
H -2.685 2.934 -2.771
H -3.877 3.702 1.257
H -1.812 2.597 2.089
H 3.262 1.709 -0.665
H 4.430 0.973 -2.719
H 1.131 -1.548 -3.709
H -0.133 -0.744 -1.779


Entry 2:
An isolated molecule of C4H7NO2 at a distorted geometry, computed with the ωB97M-V functional and the def2-TZVPD basis.

Output
Energy ... -9841.161 eV
Gap between HOMO and LUMO ... 9.9 eV
Lowest unoccupied orbital energy ... 0.02587 Eh
SMILES string ... C1=NOCCCO1
Spin multiplicity ... 1

Cartesian coordinates (Å):
C -0.351 -0.635 -1.837
N 0.543 0.356 -2.007
O 1.114 0.978 -0.864
C 0.347 1.223 0.284
C -0.138 0.186 1.232
C -0.181 -1.059 0.553
O -0.942 -1.243 -0.791
H -0.591 -1.065 -2.688
H 0.954 1.893 1.123
H -0.558 1.967 0.125
H -1.144 0.535 1.439
H 0.415 -0.300 2.178
H 0.901 -0.887 0.183
H -0.368 -1.951 1.070


Entry 3:
A cluster of 13 separate species, C29H84O13 in total at a distorted geometry, computed with the ωB97M-V functional and the def2-TZVPD basis.

Output
Energy ... -58049.100 eV
Gap between HOMO and LUMO ... 10.0 eV
Lowest unoccupied orbital energy ... 0.01547 Eh
Spin multiplicity ... 1

Cartesian coordinates (Å):
C -0.784 -1.758 -4.882
C 0.581 -1.279 -4.475
C 1.648 -2.183 -5.211
O 0.922 0.097 -4.727
H -0.979 -2.674 -4.378
H -0.943 -2.011 -5.964
H -1.568 -1.074 -4.672
H 0.668 -1.340 -3.416
H 1.390 -3.231 -5.044
H 2.657 -2.017 -4.854
H 1.605 -1.929 -6.289
H 0.657 0.324 -5.637
C -0.895 3.458 4.202
C -2.065 3.976 5.035
C -2.229 5.471 4.888
O -3.298 3.419 4.604
H -1.048 3.562 3.108
H -0.659 2.409 4.497
H -0.032 4.087 4.438
H -1.881 3.753 6.120
H -2.549 5.689 3.868
H -1.301 6.002 5.124
H -3.087 5.811 5.481
H -3.155 2.475 4.561
C 0.787 -4.647 -0.416
C -0.015 -5.169 -1.620
C 0.192 -6.606 -1.982
O -1.413 -4.870 -1.293
H 1.885 -4.715 -0.706
H 0.631 -5.246 0.477
H 0.607 -3.631 -0.248
H 0.278 -4.530 -2.498
H 1.262 -6.847 -2.206
H -0.288 -6.967 -2.918
H -0.027 -7.321 -1.157
H -2.016 -5.382 -1.786
C 3.202 3.265 -4.833
C 3.749 2.032 -4.150
C 4.989 2.358 -3.351
O 2.843 1.431 -3.246
H 3.863 3.716 -5.569
H 2.970 4.074 -4.142
H 2.277 3.049 -5.412
H 4.090 1.361 -5.034
H 4.714 2.906 -2.437
H 5.608 3.073 -3.853
H 5.612 1.522 -3.035
H 2.134 0.978 -3.703
C 3.284 -2.218 -2.115
C 4.434 -3.270 -2.089
C 4.540 -4.005 -3.434
O 5.696 -2.675 -1.727
H 3.415 -1.338 -2.736
H 3.097 -1.878 -1.109
H 2.323 -2.682 -2.442
H 4.235 -4.091 -1.330
H 3.597 -4.457 -3.698
H 5.253 -4.809 -3.370
H 4.866 -3.317 -4.264
H 5.857 -1.916 -2.324
C -4.570 -1.848 -0.138
C -4.390 -2.081 1.363
C -3.023 -2.734 1.665
O -4.396 -0.805 2.113
H -4.628 -2.784 -0.749
H -3.762 -1.267 -0.533
H -5.505 -1.353 -0.387
H -5.172 -2.791 1.786
H -3.008 -3.768 1.278
H -2.887 -2.726 2.772
H -2.182 -2.140 1.314
H -4.797 -0.131 1.575
C 1.371 -2.202 4.642
C 0.359 -1.786 5.734
C -0.004 -2.941 6.697
O 0.949 -0.681 6.483
H 1.093 -3.128 4.120
H 2.386 -2.338 5.018
H 1.481 -1.516 3.831
H -0.536 -1.496 5.197
H -0.656 -2.603 7.469
H 0.902 -3.414 7.103
H -0.649 -3.753 6.193
H 0.282 -0.288 7.069
C 0.584 0.445 -0.868
C -0.388 0.581 0.286
C -0.064 -0.234 1.629
O -0.685 1.934 0.539
H 1.562 0.861 -0.673
H 0.200 0.894 -1.823
H 0.780 -0.629 -1.038
H -1.297 0.257 -0.160
H -0.886 -0.286 2.315
H 0.805 0.249 2.116
H 0.047 -1.305 1.407
H 0.109 2.472 0.651
C 0.311 4.466 -2.506
O 1.392 5.317 -2.836
H -0.575 4.896 -2.985
H 0.473 3.449 -2.746
H 0.136 4.536 -1.462
H 0.984 6.195 -2.701
C -3.480 4.435 1.078
O -3.259 3.369 0.192
H -2.729 4.538 1.912
H -3.285 5.369 0.555
H -4.500 4.354 1.485
H -2.577 2.760 0.501
C -4.082 0.177 5.334
O -3.124 0.610 4.364
H -5.087 0.010 4.959
H -3.757 -0.737 5.826
H -4.104 0.963 6.039
H -3.335 0.192 3.525
C 3.398 3.336 1.138
O 1.984 3.572 1.133
H 3.892 3.381 2.105
H 3.419 2.335 0.800
H 4.007 4.013 0.470
H 1.864 4.448 0.865
C -3.132 1.808 -2.586
O -3.997 1.534 -1.518
H -3.451 2.638 -3.288
H -2.110 2.045 -2.265
H -2.983 0.928 -3.183
H -3.902 2.183 -0.821


Entry 4:
A structure of composition C14H14N2O3SV at a distorted geometry, computed with the ωB97M-V functional and the def2-TZVPD basis.

Output
Energy ... -60390.176 eV
Gap between HOMO and LUMO (spin up / spin down) ... 5.1 / 5.9 eV
Lowest unoccupied orbital energy (spin up / spin down) ... 0.10075 / 0.10089 Eh
Charge ... -1
Spin multiplicity ... 3
Expectation value of S² ... 2.021

Cartesian coordinates (Å):
C -0.275 1.047 -1.789
C 1.076 0.964 -1.338
C 1.201 1.789 -0.167
C -0.113 2.301 0.146
C -1.029 1.823 -0.851
V -0.112 0.088 0.335
N -1.007 -1.305 -0.528
C 0.115 -2.211 -0.704
C 1.140 -1.667 0.264
H 2.157 2.086 0.282
H 1.905 0.480 -1.835
H -0.396 2.989 0.944
H -2.062 2.170 -0.963
H -0.648 0.708 -2.755
H 2.205 -1.660 0.005
H -0.244 -3.205 -0.394
H -1.831 -1.405 -1.106
H 0.984 -2.116 1.271
H 0.506 -2.369 -1.725
O 2.455 1.826 3.110
S 1.922 0.493 3.238
O 2.796 -0.635 3.033
N 0.545 0.317 2.159
C -0.669 0.171 2.751
O -1.690 0.000 2.008
C -0.545 0.162 4.193
C -1.564 -0.138 5.107
C -1.229 -0.265 6.451
C 0.114 -0.079 6.866
C 1.128 0.203 5.935
C 0.781 0.301 4.594
H -2.575 -0.255 4.724
H -1.993 -0.506 7.191
H 0.354 -0.162 7.920
H 2.175 0.335 6.188


Entry 5:
A structure of composition C36H26IMgN7O4 at a distorted geometry, computed with the ωB97M-V functional and the def2-TZVPD basis.

Output
Energy ... -69917.844 eV
Gap between HOMO and LUMO ... 5.0 eV
Lowest unoccupied orbital energy ... -0.05506 Eh
Spin multiplicity ... 1

Cartesian coordinates (Å):
Mg -0.199 -0.464 -0.817
O -1.886 0.042 -1.714
N -1.752 1.115 -2.404
N -0.545 1.475 -2.568
O 0.496 0.811 -2.116
C -0.291 2.710 -3.248
C 0.246 3.759 -2.520
C 0.511 4.958 -3.160
C 0.252 5.098 -4.518
C -0.276 4.035 -5.236
C -0.552 2.833 -4.601
H 0.442 3.625 -1.463
H 0.914 5.788 -2.595
H 0.456 6.037 -5.014
H -0.476 4.137 -6.295
H -0.968 1.997 -5.146
O -1.577 -7.947 -0.253
N -0.929 -7.180 -0.938
O -0.247 -7.536 -1.880
C -0.956 -5.765 -0.588
C -1.352 -5.473 0.679
C -1.379 -4.140 1.156
C -1.778 -3.808 2.465
C -1.775 -2.492 2.847
C -1.369 -1.518 1.927
N -0.982 -1.806 0.700
C -0.992 -3.091 0.305
C -0.632 -3.387 -1.059
N -0.393 -2.331 -1.855
C -0.187 -2.528 -3.136
C -0.121 -3.807 -3.693
C -0.307 -4.903 -2.889
C -0.606 -4.722 -1.522
H -1.646 -6.283 1.331
H -2.083 -4.593 3.145
H -2.073 -2.197 3.843
H -1.346 -0.469 2.196
H -0.070 -1.644 -3.748
H 0.076 -3.928 -4.749
H -0.236 -5.895 -3.301
I 3.021 -0.881 -3.485
C 3.095 -0.826 -1.390
C 4.375 -0.706 -0.861
C 4.544 -0.815 0.506
C 3.434 -1.044 1.297
C 2.200 -1.131 0.683
N 2.012 -1.028 -0.640
H 5.218 -0.558 -1.520
H 5.532 -0.735 0.940
H 3.513 -1.133 2.371
H 1.314 -1.285 1.281
N -0.133 0.929 0.552
C -0.307 1.713 1.516
C -1.591 2.477 1.726
C -2.765 1.982 1.160
C -3.964 2.658 1.323
C -4.004 3.846 2.040
C -2.837 4.358 2.586
C -1.636 3.677 2.434
C 0.775 1.885 2.563
C 2.107 1.953 2.161
C 3.128 1.971 3.098
C 2.833 1.901 4.455
C 1.511 1.836 4.865
C 0.486 1.843 3.927
H -2.717 1.074 0.571
H -4.869 2.263 0.877
H -4.941 4.374 2.167
H -2.862 5.296 3.129
H -0.727 4.085 2.858
H 2.321 1.986 1.100
H 4.160 2.030 2.772
H 3.632 1.901 5.186
H 1.278 1.787 5.922
H -0.546 1.803 4.257


Entry 6:
A structure of composition C22H42NNdP3S2 at a distorted geometry, computed with the ωB97M-V functional and the def2-TZVPD basis.

Output
Energy ... -89774.107 eV
Gap between HOMO and LUMO (spin up / spin down) ... 5.2 / 5.4 eV
Lowest unoccupied orbital energy (spin up / spin down) ... -0.37519 / -0.36952 Eh
Charge ... +3
Spin multiplicity ... 4
Expectation value of S² ... 3.755

Cartesian coordinates (Å):
Nd -0.235 0.854 0.182
P 0.229 -1.440 -1.596
P 1.615 -0.420 2.131
P 2.412 1.221 -1.038
H -2.259 2.454 0.608
C -2.206 2.691 -0.482
C -2.178 1.720 -1.471
H -2.686 0.740 -1.346
C -1.016 -2.784 -1.698
C 1.713 -2.479 -1.285
C 0.399 -1.113 -3.397
C 1.718 0.690 3.593
C 1.034 -1.919 3.003
C 3.371 -0.897 1.904
C 2.076 2.229 -2.535
C 3.891 0.346 -1.674
C 3.240 2.448 0.044
H -2.347 3.751 -0.706
H -1.897 1.948 -2.511
H -2.028 -2.367 -1.709
H -0.930 -3.471 -0.850
H -0.851 -3.335 -2.631
H 1.606 -3.008 -0.331
H 2.632 -1.883 -1.252
H 1.804 -3.218 -2.092
H -0.510 -0.619 -3.765
H 0.505 -2.079 -3.912
H 1.262 -0.477 -3.628
H 2.356 0.223 4.357
H 0.707 0.835 3.994
H 2.131 1.661 3.298
H 1.654 -2.063 3.898
H 1.122 -2.794 2.347
H -0.016 -1.793 3.293
H 3.750 -1.298 2.857
H 3.984 -0.041 1.601
H 3.447 -1.677 1.134
H 2.880 2.972 -2.594
H 1.111 2.744 -2.472
H 2.088 1.605 -3.436
H 4.624 1.103 -1.994
H 3.643 -0.282 -2.540
H 4.349 -0.282 -0.901
H 3.866 3.078 -0.603
H 3.864 1.961 0.803
H 2.518 3.090 0.564
C 0.310 6.505 -0.515
C 0.994 7.396 0.340
C 0.927 8.779 0.159
C 0.210 9.313 -0.919
C -0.527 8.447 -1.736
C -0.491 7.058 -1.540
S 0.610 4.783 -0.344
H -0.544 4.167 0.139
H 1.606 6.966 1.136
H 1.434 9.443 0.865
H 0.203 10.394 -1.092
H -1.130 8.877 -2.535
H -1.035 6.368 -2.186
S -2.112 -0.648 1.647
C -2.644 -2.239 1.257
N -3.847 -2.366 0.586
C -4.340 -3.571 0.160
C -3.705 -4.737 0.541
C -2.470 -4.653 1.206
C -1.975 -3.414 1.608
H -4.343 -1.499 0.375
H -5.226 -3.526 -0.468
H -4.158 -5.704 0.332
H -1.906 -5.556 1.441
H -1.064 -3.307 2.191


Entry 7:
A structure of composition C44H41IrN3O3S3 at a distorted geometry, computed with the ωB97M-V functional and the def2-TZVPD basis.

Output
Energy ... -92227.171 eV
Gap between HOMO and LUMO ... 5.3 eV
Lowest unoccupied orbital energy ... -0.35455 Eh
Charge ... +3
Spin multiplicity ... 1

Cartesian coordinates (Å):
Ir 0.072 0.169 -0.291
O 2.216 0.574 -0.353
C 2.599 1.951 -0.091
C 1.396 2.836 -0.128
C 1.498 4.191 0.126
C 0.355 4.970 0.080
C -0.860 4.371 -0.236
C -0.887 3.019 -0.479
N 0.230 2.261 -0.421
H 2.802 0.007 0.165
H 3.316 2.268 -0.849
H 3.069 2.032 0.890
H 2.463 4.623 0.355
H 0.410 6.031 0.285
H -1.773 4.948 -0.295
H -1.804 2.507 -0.738
C -8.509 0.941 -0.984
C -7.092 0.692 -0.561
C -6.684 0.962 0.746
C -5.386 0.712 1.157
C -4.492 0.178 0.238
C -4.859 -0.095 -1.074
C -6.161 0.164 -1.460
S -2.872 -0.155 0.841
O -1.946 -0.089 -0.431
C -3.016 -1.905 1.203
C -3.090 -2.850 0.162
C -3.107 -4.175 0.480
C -3.005 -4.606 1.829
C -2.912 -5.981 2.157
C -2.755 -6.377 3.453
C -2.680 -5.418 4.490
C -2.770 -4.086 4.211
C -2.941 -3.646 2.873
C -2.964 -2.267 2.532
C -2.812 -1.193 3.562
C -3.875 -0.816 4.424
C -5.134 -1.470 4.396
C -6.165 -1.004 5.156
C -5.990 0.123 5.993
C -4.782 0.754 6.060
C -3.693 0.307 5.276
C -2.448 0.989 5.291
C -1.429 0.621 4.467
C -1.632 -0.473 3.600
S -0.457 -0.957 2.370
O 0.168 0.374 1.781
C 0.804 -1.797 3.260
C 1.817 -1.130 3.939
C 2.802 -1.878 4.558
C 2.786 -3.274 4.520
C 3.863 -4.085 5.181
C 1.751 -3.914 3.832
C 0.769 -3.187 3.182
H -8.942 1.783 -0.446
H -9.120 0.065 -0.756
H -8.584 1.117 -2.055
H -7.394 1.381 1.447
H -5.077 0.930 2.174
H -4.138 -0.488 -1.779
H -6.465 -0.047 -2.477
H -3.120 -2.528 -0.871
H -3.187 -4.921 -0.301
H -2.946 -6.710 1.356
H -2.680 -7.429 3.693
H -2.552 -5.748 5.513
H -2.705 -3.356 5.008
H -5.269 -2.343 3.770
H -7.123 -1.506 5.131
H -6.819 0.477 6.591
H -4.647 1.613 6.705
H -2.321 1.828 5.964
H -0.489 1.158 4.470
H 1.837 -0.047 3.975
H 3.595 -1.371 5.094
H 4.591 -3.454 5.685
H 4.381 -4.698 4.444
H 3.430 -4.767 5.914
H 1.718 -4.996 3.800
H -0.016 -3.685 2.623
C 3.569 -2.814 0.122
N 3.105 -2.598 -1.239
C 4.015 -2.773 -2.390
C 3.104 -2.499 -3.604
N 1.808 -2.234 -2.958
C 1.883 -2.301 -1.640
S 0.502 -2.151 -0.577
H 4.487 -2.248 0.288
H 3.787 -3.870 0.282
H 2.799 -2.510 0.828
H 4.425 -3.781 -2.388
H 4.837 -2.063 -2.316
H 3.035 -3.351 -4.276
H 3.423 -1.631 -4.176
H 0.953 -2.081 -3.466


Entry 8:
An isolated molecule of C4H8S2 at a distorted geometry, computed with the ωB97M-V functional and the def2-TZVPD basis.

Output
Energy ... -25947.221 eV
Gap between HOMO and LUMO ... 8.9 eV
Lowest unoccupied orbital energy ... 0.03310 Eh
SMILES string ... CS/C=C/SC
Spin multiplicity ... 1

Cartesian coordinates (Å):
C 1.086 -1.306 2.586
S 1.489 0.180 1.633
C -0.099 0.401 0.828
C -0.096 0.376 -0.529
S -1.571 0.459 -1.503
C -0.835 -0.305 -3.008
H 0.950 -2.122 1.873
H 1.960 -1.521 3.191
H 0.215 -1.157 3.187
H -0.922 0.595 1.479
H 0.897 0.297 -1.006
H 0.059 0.268 -3.327
H -1.590 -0.191 -3.812
H -0.588 -1.389 -2.914